{"formula": "C34H25Br2N4O7ScTe4", "method": "ωB97M-V/def2-TZVPD", "species": ["Sc", "C", "O", "C", "C", "C", "Br", "C", "C", "C", "O", "C", "N", "C", "C", "C", "C", "C", "C", "N", "H", "H", "H", "H", "H", "H", "H", "H", "H", "H", "H", "Te", "Te", "Te", "Te", "O", "C", "O", "C", "C", "C", "C", "C", "C", "N", "C", "C", "C", "C", "C", "C", "N", "H", "H", "H", "H", "H", "H", "H", "H", "H", "H", "O", "Br", "C", "C", "C", "C", "C", "C", "C", "O", "O", "H", "H", "H", "H"], "coordinates": [[-0.86, -1.88, -0.71], [-3.89, -0.27, 1.15], [-2.48, -0.25, 1.08], [-1.80, 0.23, 2.13], [-2.36, 0.79, 3.26], [-1.52, 1.27, 4.26], [-2.31, 2.04, 5.81], [-0.16, 1.21, 4.16], [0.42, 0.64, 3.01], [-0.40, 0.13, 2.02], [0.07, -0.48, 0.92], [1.86, 0.55, 2.82], [2.41, 0.25, 1.67], [3.77, 0.25, 1.88], [4.80, -0.01, 0.98], [6.09, 0.06, 1.47], [6.36, 0.38, 2.81], [5.34, 0.65, 3.70], [4.04, 0.58, 3.21], [2.80, 0.77, 3.79], [-4.27, 0.76, 1.24], [-4.22, -0.89, 1.98], [-4.22, -0.69, 0.20], [-3.44, 0.83, 3.37], [0.46, 1.62, 4.95], [1.07, -0.37, 0.86], [4.59, -0.26, -0.05], [6.92, -0.14, 0.80], [7.38, 0.43, 3.15], [5.55, 0.90, 4.74], [2.62, 1.01, 4.75], [-1.73, -3.30, 2.21], [0.49, -3.03, 3.68], [2.10, -4.74, 2.28], [2.33, -3.29, 0.04], [-3.91, 5.72, -1.73], [-2.77, 5.07, -1.30], [-1.90, 5.76, -0.81], [-2.74, 3.62, -1.44], [-1.58, 2.92, -1.03], [-1.47, 1.56, -1.14], [-2.52, 0.75, -1.68], [-3.70, 1.48, -2.08], [-3.78, 2.84, -1.96], [-2.40, -0.58, -1.74], [-3.44, -1.34, -2.31], [-3.37, -2.69, -2.21], [-4.35, -3.59, -2.78], [-4.21, -4.92, -2.65], [-3.09, -5.46, -1.94], [-2.19, -4.59, -1.41], [-2.29, -3.23, -1.52], [-4.51, 5.06, -2.10], [-0.76, 3.49, -0.62], [-0.57, 1.08, -0.82], [-4.55, 0.94, -2.46], [-4.72, 3.29, -2.27], [-4.22, -0.88, -2.89], [-5.19, -3.16, -3.31], [-4.95, -5.59, -3.08], [-2.95, -6.53, -1.82], [-1.32, -4.93, -0.87], [0.52, -3.32, -0.60], [4.37, -1.77, -3.43], [3.89, -0.04, -2.79], [4.92, 0.87, -2.60], [4.64, 2.13, -2.10], [3.33, 2.46, -1.77], [2.32, 1.54, -1.95], [2.58, 0.27, -2.48], [1.40, -0.68, -2.69], [1.24, -1.21, -3.77], [0.64, -0.75, -1.66], [5.94, 0.59, -2.84], [5.44, 2.84, -1.95], [3.10, 3.44, -1.37], [1.30, 1.78, -1.68]], "mulliken_charge": [-0.21, -1.32, 0.74, 0.10, -0.43, -0.47, -0.27, -0.84, 1.70, -1.28, 1.11, -0.49, 0.15, -0.27, -0.13, -0.91, -0.33, -1.27, 0.46, 0.05, 0.40, 0.42, 0.10, 0.60, 0.43, 0.24, 0.65, 0.44, 0.36, 0.39, 0.22, -0.30, -0.29, -0.30, 0.13, -0.55, 0.68, -0.64, 0.74, -0.61, 1.10, 0.53, -1.71, -1.16, 0.44, -0.66, 0.74, -1.39, -0.04, -1.04, -0.40, 0.35, 0.24, 0.43, -0.09, 0.17, 0.09, 0.07, 0.34, 0.37, 0.38, 0.49, -0.43, -0.13, -0.14, -0.56, -0.42, -0.78, -0.02, 0.67, 0.00, -0.68, 0.42, 0.39, 0.38, 0.41, 0.41], "homo_lumo_gap_ev": 4.20, "e_lumo_ev": 3.5, "de_lowest_kj_mol": 83.87, "charge": -2}

=====

{"formula": "C51H113N11O11", "method": "ωB97M-V/def2-TZVPD", "species": ["C", "C", "C", "C", "C", "C", "C", "C", "C", "N", "O", "H", "H", "H", "H", "H", "H", "H", "H", "H", "H", "H", "H", "H", "H", "H", "H", "H", "H", "H", "C", "C", "C", "C", "C", "C", "C", "C", "C", "N", "O", "H", "H", "H", "H", "H", "H", "H", "H", "H", "H", "H", "H", "H", "H", "H", "H", "H", "H", "H", "C", "C", "C", "C", "C", "C", "C", "C", "C", "N", "O", "H", "H", "H", "H", "H", "H", "H", "H", "H", "H", "H", "H", "H", "H", "H", "H", "H", "H", "H", "C", "N", "C", "C", "O", "H", "H", "H", "H", "H", "H", "H", "C", "N", "C", "C", "O", "H", "H", "H", "H", "H", "H", "H", "C", "N", "C", "C", "O", "H", "H", "H", "H", "H", "H", "H", "C", "N", "C", "C", "O", "H", "H", "H", "H", "H", "H", "H", "C", "N", "C", "C", "O", "H", "H", "H", "H", "H", "H", "H", "C", "N", "C", "C", "O", "H", "H", "H", "H", "H", "H", "H", "C", "N", "C", "C", "O", "H", "H", "H", "H", "H", "H", "H", "C", "N", "C", "C", "O", "H", "H", "H", "H", "H", "H", "H"], "coordinates": [[-15.10, 4.67, -1.61], [-16.30, 5.63, -1.83], [-17.30, 5.32, -0.68], [-15.68, 7.04, -1.56], [-16.57, 8.15, -2.16], [-16.95, 7.89, -3.66], [-17.69, 6.55, -3.91], [-19.18, 6.58, -3.56], [-17.68, 6.36, -5.49], [-16.90, 5.51, -3.22], [-17.28, 4.25, -3.53], [-14.38, 4.68, -2.42], [-14.49, 5.06, -0.80], [-15.47, 3.70, -1.28], [-18.10, 6.06, -0.75], [-17.73, 4.33, -0.84], [-16.80, 5.31, 0.28], [-15.75, 7.21, -0.49], [-14.63, 7.19, -1.82], [-17.39, 8.16, -1.44], [-16.07, 9.10, -2.01], [-15.99, 8.02, -4.15], [-17.66, 8.69, -3.86], [-19.67, 7.44, -4.01], [-19.42, 6.55, -2.50], [-19.58, 5.64, -3.95], [-18.43, 6.91, -6.05], [-17.80, 5.34, -5.84], [-16.71, 6.60, -5.93], [-16.43, 3.89, -3.80], [-27.69, 11.67, -0.48], [-28.43, 13.01, -0.83], [-29.90, 12.67, -0.90], [-28.29, 13.94, 0.37], [-26.93, 14.43, 0.63], [-26.46, 15.22, -0.63], [-26.78, 14.60, -2.03], [-26.83, 15.72, -3.13], [-25.62, 13.63, -2.35], [-28.02, 13.80, -2.00], [-28.46, 13.25, -3.26], [-26.60, 11.61, -0.43], [-28.07, 11.16, 0.41], [-27.83, 10.93, -1.27], [-30.48, 13.58, -0.89], [-30.10, 11.98, -1.72], [-30.20, 12.06, -0.04], [-29.04, 14.73, 0.41], [-28.55, 13.35, 1.25], [-26.89, 15.17, 1.43], [-26.23, 13.66, 0.93], [-25.38, 15.39, -0.59], [-26.82, 16.25, -0.61], [-27.75, 16.29, -3.05], [-26.81, 15.21, -4.09], [-25.98, 16.40, -3.09], [-24.77, 14.26, -2.57], [-25.74, 13.05, -3.27], [-25.36, 12.99, -1.50], [-29.09, 13.92, -3.52], [-29.45, 5.81, 1.26], [-28.23, 6.00, 0.32], [-28.64, 5.54, -1.07], [-27.77, 7.48, 0.23], [-27.07, 8.01, 1.57], [-25.92, 7.09, 1.86], [-26.25, 5.56, 1.94], [-24.92, 4.76, 1.66], [-26.73, 5.29, 3.42], [-27.12, 5.19, 0.77], [-27.38, 3.84, 0.79], [-29.19, 5.98, 2.31], [-30.15, 6.61, 1.01], [-29.89, 4.83, 1.16], [-28.95, 4.50, -1.13], [-29.50, 6.11, -1.42], [-27.88, 5.61, -1.84], [-27.18, 7.77, -0.63], [-28.63, 8.08, -0.08], [-26.75, 9.05, 1.47], [-27.82, 8.05, 2.37], [-25.32, 7.48, 2.68], [-25.26, 7.21, 1.00], [-24.22, 4.76, 2.50], [-24.29, 5.21, 0.89], [-25.08, 3.71, 1.43], [-25.84, 5.18, 4.04], [-27.21, 4.32, 3.55], [-27.41, 6.09, 3.69], [-26.97, 3.58, -0.04], [-19.09, 9.90, 2.93], [-19.21, 9.74, 1.48], [-18.89, 8.42, 0.93], [-19.60, 10.79, 0.73], [-19.81, 10.79, -0.50], [-18.27, 10.52, 3.29], [-19.05, 8.94, 3.46], [-19.99, 10.39, 3.29], [-19.59, 8.11, 0.16], [-17.89, 8.30, 0.51], [-18.99, 7.61, 1.66], [-19.90, 11.74, 1.20], [-22.06, 7.14, 2.08], [-21.67, 6.28, 3.16], [-22.21, 6.72, 4.50], [-20.96, 5.19, 2.93], [-20.63, 4.44, 3.83], [-21.63, 6.84, 1.12], [-21.73, 8.10, 2.46], [-23.13, 7.27, 1.93], [-21.91, 7.75, 4.68], [-23.29, 6.64, 4.61], [-21.80, 6.12, 5.31], [-20.73, 5.06, 1.86], [-26.76, 11.54, -6.66], [-25.32, 11.24, -6.39], [-24.54, 12.51, -6.27], [-24.74, 10.06, -6.50], [-23.52, 9.86, -6.34], [-27.01, 12.29, -5.91], [-27.33, 10.62, -6.57], [-26.91, 11.95, -7.66], [-24.71, 13.06, -5.34], [-23.50, 12.29, -6.48], [-24.81, 13.27, -7.01], [-25.50, 9.27, -6.66], [-30.41, 8.37, -3.46], [-29.07, 8.53, -4.05], [-28.67, 9.88, -4.27], [-28.35, 7.45, -4.30], [-27.16, 7.50, -4.73], [-31.17, 8.75, -4.13], [-30.45, 9.01, -2.57], [-30.66, 7.33, -3.23], [-28.52, 10.49, -3.38], [-27.73, 9.98, -4.80], [-29.31, 10.57, -4.82], [-28.91, 6.53, -4.08], [-20.21, 10.16, -4.98], [-20.00, 11.55, -4.49], [-18.76, 11.76, -3.63], [-21.01, 12.46, -4.55], [-20.86, 13.65, -4.18], [-20.50, 9.55, -4.12], [-19.26, 9.86, -5.42], [-21.09, 10.17, -5.62], [-17.87, 11.33, -4.09], [-18.32, 12.75, -3.50], [-18.91, 11.28, -2.66], [-21.85, 12.07, -5.15], [-22.58, 7.06, -5.06], [-22.59, 6.38, -6.37], [-21.30, 5.71, -6.68], [-23.65, 6.33, -7.21], [-23.57, 5.73, -8.29], [-22.04, 8.00, -5.19], [-22.09, 6.46, -4.30], [-23.59, 7.36, -4.76], [-20.85, 5.72, -7.67], [-20.45, 6.04, -6.09], [-21.39, 4.68, -6.33], [-24.54, 6.88, -6.86], [-19.90, 14.14, -1.19], [-21.03, 14.11, -0.18], [-22.28, 13.49, -0.49], [-20.63, 14.76, 0.99], [-21.30, 14.86, 1.98], [-20.18, 14.36, -2.22], [-19.53, 13.11, -1.22], [-19.08, 14.85, -1.10], [-21.98, 12.56, -0.98], [-23.01, 13.37, 0.31], [-22.79, 14.02, -1.29], [-19.61, 15.15, 0.86], [-23.13, 10.32, -2.83], [-23.13, 8.99, -2.19], [-24.46, 8.27, -1.97], [-21.96, 8.42, -1.85], [-21.84, 7.32, -1.28], [-22.22, 10.92, -2.87], [-23.94, 10.86, -2.34], [-23.34, 10.14, -3.88], [-25.06, 8.85, -1.26], [-25.03, 8.38, -2.89], [-24.27, 7.23, -1.71], [-21.07, 9.05, -1.98]], "mulliken_charge": [-2.07, 1.63, -1.35, -1.55, 0.33, -0.91, 1.66, -1.02, -2.01, 0.44, -0.49, 0.48, 0.46, 0.41, -0.18, 0.43, 0.47, 0.54, 0.42, -0.81, 0.62, 0.56, -0.14, 0.15, 0.10, 0.37, 0.28, 0.40, 0.46, 0.36, -1.55, 2.14, -2.15, -1.66, -0.47, -1.40, 1.63, -1.95, -1.23, 0.26, -0.30, 0.43, 0.58, -0.12, 0.51, 0.27, 0.40, 0.40, 0.50, 0.46, 0.21, 0.37, 0.48, 0.48, 0.34, 0.40, 0.87, -0.35, 0.17, 0.31, -1.74, 1.95, -1.96, -1.16, -0.94, -0.22, 1.13, -1.55, -1.71, 0.53, -0.52, 0.32, 0.40, 0.37, 0.52, 0.29, 0.37, -0.05, 0.59, 0.28, 0.51, 0.72, -0.62, 0.23, 0.28, 0.44, 0.44, 0.35, 0.36, 0.37, -1.11, 0.44, -1.02, -0.32, -0.39, 0.32, 0.32, 0.43, -0.13, 0.84, 0.30, 0.30, -0.63, 0.34, -0.94, 0.25, -0.65, 0.22, 0.39, -0.19, 0.33, 0.19, 0.40, 0.39, -0.86, 0.20, -0.84, 0.17, -0.61, 0.15, 0.43, 0.33, 0.10, 0.27, 0.44, 0.32, -1.00, 0.38, -0.50, 0.03, -0.59, 0.36, 0.27, 0.36, 0.10, -0.21, 0.38, 0.36, -0.15, 0.17, -0.93, 0.45, -0.67, -0.29, 0.41, 0.19, 0.39, 0.33, 0.21, 0.00, -0.35, 0.17, -0.90, 0.18, -0.67, 0.04, 0.45, -0.06, 0.40, 0.03, 0.37, 0.28, -0.85, 0.35, -0.90, 0.07, -0.58, 0.15, 0.22, 0.35, 0.23, 0.24, 0.35, 0.33, 0.79, 0.67, -1.53, 0.01, -0.79, -1.04, 0.25, -0.13, 0.43, 0.51, 0.31, 0.31], "homo_lumo_gap_ev": 8.12, "e_lumo_ev": 0.2, "charge": 0}

=====

{"formula": "C25H42F6GeN5O2PSV", "method": "ωB97M-V/def2-TZVPD", "species": ["V", "C", "Ge", "C", "C", "C", "H", "H", "H", "H", "H", "H", "H", "H", "H", "H", "C", "C", "C", "C", "N", "C", "S", "N", "H", "H", "H", "H", "H", "C", "C", "O", "C", "F", "F", "F", "C", "F", "F", "F", "H", "H", "H", "O", "P", "N", "C", "C", "C", "C", "N", "C", "C", "C", "C", "N", "C", "C", "C", "C", "H", "H", "H", "H", "H", "H", "H", "H", "H", "H", "H", "H", "H", "H", "H", "H", "H", "H", "H", "H", "H", "H", "H", "H"], "coordinates": [[-0.80, 0.32, -1.83], [3.01, 2.03, -1.05], [1.44, 2.84, -1.92], [1.71, 2.96, -3.87], [1.52, 4.75, -1.38], [-0.24, 2.04, -1.50], [3.94, 2.54, -1.35], [3.08, 0.97, -1.30], [2.90, 2.12, 0.04], [2.71, 3.31, -4.14], [0.98, 3.68, -4.26], [1.52, 1.99, -4.33], [2.43, 5.21, -1.77], [1.50, 4.87, -0.29], [0.66, 5.28, -1.79], [-0.95, 2.83, -1.22], [4.57, -3.80, -3.56], [3.68, -2.59, -3.56], [3.88, -1.54, -4.44], [2.98, -0.49, -4.35], [1.98, -0.46, -3.48], [1.85, -1.53, -2.66], [0.58, -1.53, -1.48], [2.68, -2.59, -2.68], [5.46, -3.64, -4.17], [4.02, -4.66, -3.96], [4.86, -4.05, -2.54], [4.69, -1.53, -5.15], [3.08, 0.39, -4.99], [-4.69, -0.85, -3.11], [-3.64, 0.13, -2.59], [-2.50, -0.50, -2.17], [-4.29, 0.91, -1.41], [-5.25, 1.76, -1.83], [-4.89, 0.05, -0.56], [-3.40, 1.61, -0.70], [-3.38, 1.15, -3.76], [-2.42, 0.69, -4.57], [-4.48, 1.32, -4.53], [-3.02, 2.37, -3.35], [-4.78, -1.65, -2.37], [-4.35, -1.28, -4.05], [-5.66, -0.38, -3.26], [-1.22, -0.69, 0.88], [-0.54, -0.67, 2.20], [-0.18, 0.85, 2.71], [-0.67, 2.05, 1.99], [-0.01, 3.18, 2.78], [-0.05, 2.65, 4.21], [0.31, 1.17, 4.05], [0.91, -1.48, 2.35], [2.09, -0.79, 1.76], [3.12, -1.91, 1.64], [2.26, -3.08, 1.17], [0.97, -2.92, 1.97], [-1.50, -1.31, 3.44], [-1.85, -2.74, 3.41], [-3.22, -2.85, 4.14], [-3.53, -1.41, 4.60], [-2.78, -0.57, 3.58], [-1.77, 2.13, 2.05], [-0.40, 2.01, 0.94], [-0.53, 4.13, 2.65], [1.02, 3.30, 2.44], [-1.06, 2.75, 4.62], [0.64, 3.17, 4.89], [-0.15, 0.53, 4.80], [1.39, 1.03, 4.11], [2.42, 0.02, 2.40], [1.87, -0.38, 0.77], [3.55, -2.12, 2.62], [3.92, -1.65, 0.94], [2.73, -4.05, 1.33], [2.05, -2.97, 0.10], [0.99, -3.53, 2.87], [0.10, -3.21, 1.37], [-1.08, -3.32, 3.92], [-1.94, -3.12, 2.39], [-3.18, -3.55, 4.97], [-3.98, -3.19, 3.44], [-3.11, -1.23, 5.59], [-4.60, -1.20, 4.62], [-2.60, 0.45, 3.91], [-3.33, -0.53, 2.63]], "mulliken_charge": [0.09, -0.83, 0.26, -1.16, -1.31, -0.37, 0.44, 0.08, 0.22, 0.36, 0.40, 0.25, 0.37, 0.32, 0.35, 0.66, -1.20, 0.87, -0.99, 0.06, -0.06, 0.10, -0.41, -0.51, 0.34, 0.26, 0.30, 0.33, 0.36, -2.10, 1.52, -0.89, 0.74, -0.32, -0.29, -0.20, 0.40, -0.27, -0.32, -0.24, 0.44, 0.46, 0.37, -0.17, -0.69, 0.86, 0.62, -0.68, -0.72, -0.53, 0.10, -0.01, -0.86, -0.38, -0.26, 0.08, -0.25, -0.68, -0.72, -0.42, 0.23, -0.87, 0.44, 0.23, 0.29, 0.40, 0.31, 0.27, 0.13, -0.14, 0.33, 0.41, 0.43, -0.11, 0.20, 0.30, 0.23, 0.18, 0.34, 0.31, 0.31, 0.37, 0.17, 0.10], "multiplicity": 3, "homo_lumo_gap_ev": [6.39, 6.61], "e_lumo_ev": [2.7, 2.7], "charge": -1}

=====

Question: charge of number 2 (C51H113N11O11)?
Answer: 0